{"formula": "C59H68F7NO2PSi", "method": "ωB97M-V with the def2-TZVPD basis set", "elements": ["C", "C", "C", "C", "N", "P", "Si", "C", "C", "C", "O", "C", "C", "C", "C", "C", "C", "C", "C", "C", "C", "O", "H", "H", "H", "H", "H", "H", "H", "H", "H", "H", "H", "H", "H", "H", "H", "H", "H", "H", "H", "H", "H", "H", "H", "H", "H", "H", "H", "H", "H", "H", "H", "H", "H", "F", "C", "C", "C", "C", "C", "C", "H", "H", "H", "H", "H", "F", "C", "C", "C", "C", "C", "C", "H", "H", "H", "H", "H", "F", "C", "C", "C", "C", "C", "C", "H", "H", "H", "H", "H", "F", "C", "C", "C", "C", "C", "C", "H", "H", "H", "H", "H", "F", "C", "C", "C", "C", "C", "C", "H", "H", "H", "H", "H", "F", "C", "C", "C", "C", "C", "C", "H", "H", "H", "H", "H", "F", "C", "C", "C", "C", "C", "C", "H", "H", "H", "H", "H"], "xyz": [[3.0016, -3.3501, 0.0582], [2.3499, -3.3007, -1.3693], [1.9735, -1.8413, -1.8888], [2.5336, -0.6882, -0.9535], [2.3458, 0.6383, -1.5539], [2.8684, 1.9747, -0.4070], [3.9311, 3.2326, 1.1418], [5.2328, 2.0879, 2.0046], [2.7789, 3.8778, 2.5282], [4.9785, 4.6212, 0.3042], [2.4544, 3.2780, -1.4740], [1.4239, 4.0832, -0.8960], [0.4633, 3.0853, -0.0620], [-0.6825, 2.7791, -1.1055], [-1.3336, 1.3589, -0.9790], [-2.4207, 1.2416, 0.1195], [-3.8065, 1.0527, -0.2974], [-4.8919, 0.8907, 0.6536], [-4.5872, 0.9210, 2.0813], [-3.2221, 1.1289, 2.4869], [-2.1405, 1.2900, 1.5362], [1.2910, 2.0331, 0.3699], [4.0215, -2.8820, 0.0843], [3.1235, -4.3990, 0.4362], [2.4110, -2.7903, 0.8307], [1.4897, -4.0114, -1.3620], [3.1080, -3.7196, -2.0822], [0.8543, -1.8119, -1.9508], [2.3949, -1.7319, -2.9154], [2.0009, -0.8164, 0.0279], [3.6332, -0.8771, -0.8786], [1.3328, 0.7698, -1.6343], [4.1138, 1.9441, -1.1769], [3.3540, 0.8777, 0.4338], [5.3221, 2.4538, 3.0590], [6.1977, 2.1612, 1.4361], [4.9210, 1.0151, 2.0006], [2.2602, 4.8352, 2.2898], [3.3991, 3.9672, 3.4643], [2.0202, 3.0791, 2.7290], [6.0190, 4.5963, 0.7364], [4.5424, 5.6344, 0.4678], [5.0880, 4.3725, -0.7776], [1.7774, 4.9750, -0.2945], [0.9199, 4.6049, -1.7597], [-0.0303, 3.6003, 0.8052], [-0.2344, 2.8311, -2.1364], [-1.4548, 3.5929, -1.0829], [-1.8552, 1.1573, -1.9559], [-0.6030, 0.5260, -0.8500], [-4.0994, 0.9976, -1.3678], [-5.9396, 0.7468, 0.2999], [-5.4209, 0.7703, 2.8003], [-3.0144, 1.1338, 3.5822], [-1.0905, 1.4507, 1.8667], [-6.9478, 0.2896, 4.1157], [-7.4427, -0.9582, 4.0171], [-7.4064, -1.6053, 2.7959], [-7.9127, -2.8945, 2.6967], [-8.4575, -3.5153, 3.8149], [-8.4914, -2.8503, 5.0352], [-7.9756, -1.5651, 5.1391], [-6.9848, -1.1023, 1.9343], [-7.8829, -3.4149, 1.7472], [-8.8563, -4.5197, 3.7341], [-8.9197, -3.3329, 5.9053], [-7.9849, -1.0341, 6.0828], [1.6326, -4.8064, -4.2060], [1.1590, -4.1383, -5.2718], [-0.0840, -4.4686, -5.7810], [-0.5745, -3.7747, -6.8793], [0.1865, -2.7678, -7.4608], [1.4355, -2.4498, -6.9418], [1.9238, -3.1347, -5.8374], [-0.6590, -5.2617, -5.3190], [-1.5499, -4.0195, -7.2819], [-0.1960, -2.2298, -8.3203], [2.0300, -1.6674, -7.3973], [2.8910, -2.8943, -5.4139], [5.2472, 6.5379, 3.3615], [6.0109, 6.1182, 4.3794], [7.3762, 5.9896, 4.1955], [8.1670, 5.5591, 5.2531], [7.5831, 5.2522, 6.4769], [6.2101, 5.3808, 6.6461], [5.4186, 5.8213, 5.5938], [7.8113, 6.2251, 3.2321], [9.2375, 5.4613, 5.1234], [8.2011, 4.9118, 7.2997], [5.7549, 5.1372, 7.5986], [4.3480, 5.9354, 5.7095], [-11.9294, -4.1179, 4.5957], [-12.4875, -2.8989, 4.6919], [-12.5281, -2.0822, 3.5767], [-13.1086, -0.8249, 3.6760], [-13.6316, -0.3951, 4.8899], [-13.5797, -1.2238, 6.0035], [-13.0090, -2.4860, 5.9042], [-12.1079, -2.4311, 2.6416], [-13.1524, -0.1798, 2.8072], [-14.0804, 0.5882, 4.9667], [-13.9835, -0.8870, 6.9505], [-12.9672, -3.1488, 6.7595], [3.4606, -7.3625, -8.7434], [3.1676, -8.0228, -7.6086], [3.4487, -9.3740, -7.5206], [3.1504, -10.0543, -6.3470], [2.5663, -9.3785, -5.2818], [2.2851, -8.0214, -5.3866], [2.5922, -7.3372, -6.5549], [3.8965, -9.8847, -8.3642], [3.3728, -11.1112, -6.2632], [2.3305, -9.9115, -4.3682], [1.8267, -7.4950, -4.5582], [2.3882, -6.2777, -6.6509], [10.6071, 3.4507, 4.2872], [10.2374, 2.3093, 3.6718], [8.8970, 2.0781, 3.4203], [8.5197, 0.9041, 2.7818], [9.4855, -0.0264, 2.4131], [10.8276, 0.2178, 2.6769], [11.2083, 1.3959, 3.3056], [8.1586, 2.8118, 3.7221], [7.4749, 0.7147, 2.5716], [9.1890, -0.9439, 1.9185], [11.5785, -0.5098, 2.3926], [12.2502, 1.6081, 3.5118], [-3.8885, 1.0057, -3.9701], [-4.2664, 2.1939, -4.4711], [-4.8515, 3.1264, -3.6343], [-5.2376, 4.3555, -4.1518], [-5.0437, 4.6331, -5.5001], [-4.4586, 3.6846, -6.3301], [-4.0619, 2.4585, -5.8127], [-5.0016, 2.8890, -2.5882], [-5.6899, 5.0965, -3.5041], [-5.3492, 5.5915, -5.9035], [-4.3111, 3.8999, -7.3815], [-3.5965, 1.7104, -6.4420]], "atomic_forces_ev_per_a": [[0.2, 0.2, 0.5], [0.9, 0.1, 0.3], [0.0, -0.5, 0.5], [-0.5, -0.8, -1.2], [-1.2, -0.1, 0.2], [2.4, -1.2, -0.6], [0.1, 0.3, -0.2], [-0.1, 0.0, -0.2], [0.3, -0.2, 0.8], [0.6, 0.0, 0.4], [-1.8, 0.6, 1.0], [-0.1, 0.5, -0.3], [0.2, 1.6, -1.2], [0.5, -1.2, -0.3], [-1.1, 0.1, -0.1], [-1.4, -0.2, 0.5], [-0.4, -0.1, 1.6], [2.1, 0.3, 0.9], [0.8, 0.1, -1.9], [-0.3, -0.2, -0.8], [-1.5, -0.2, -0.6], [-1.3, 0.5, -0.4], [-0.9, -0.4, -0.2], [-0.2, 0.8, -0.5], [0.4, -0.6, -0.7], [0.4, 0.7, -0.2], [-0.7, 0.1, 0.6], [0.9, 0.4, -0.1], [-0.4, 0.1, 0.7], [0.8, 0.3, -0.5], [-0.8, 0.3, 0.4], [0.3, -0.2, -0.3], [0.3, 0.0, 0.5], [-0.5, 0.2, 0.3], [0.3, -0.4, -0.7], [-0.7, 0.0, 0.7], [0.1, 0.8, 0.1], [0.4, -0.7, 0.2], [-0.7, 0.3, -0.7], [0.5, 0.7, -0.2], [-0.9, 0.2, -0.3], [0.4, -0.6, -0.3], [-0.3, 0.3, 0.7], [0.3, -1.1, -0.1], [0.0, -0.7, 0.8], [0.7, -0.4, -0.4], [-0.3, -0.2, 0.9], [0.6, -0.7, 0.2], [0.4, 0.1, 0.9], [-0.2, 0.9, 0.0], [0.6, 0.1, 0.8], [1.0, 0.1, 0.3], [1.1, 0.3, -0.6], [0.0, 0.1, -1.0], [-0.9, -0.2, -0.2], [-0.2, 0.0, 0.2], [-0.2, -0.5, -0.1], [0.1, 0.2, -0.2], [-0.1, 0.0, 0.3], [0.0, -0.1, 0.0], [0.1, 0.0, -0.2], [0.0, 0.1, 0.2], [0.0, 0.0, 0.1], [0.0, 0.1, 0.0], [0.0, 0.1, 0.0], [0.0, 0.0, 0.0], [0.0, 0.0, 0.0], [0.0, -0.1, 0.0], [-0.2, 0.3, -0.4], [-0.1, -0.2, 0.1], [0.2, 0.1, 0.0], [-0.1, 0.0, -0.1], [-0.2, -0.1, 0.0], [0.3, 0.0, 0.1], [0.0, 0.0, 0.0], [0.0, 0.0, 0.0], [0.0, 0.0, 0.1], [0.0, 0.0, 0.1], [0.0, 0.0, 0.0], [0.0, 0.0, 0.0], [0.2, -0.2, 0.3], [0.1, 0.1, -0.2], [-0.2, 0.0, 0.1], [0.1, 0.0, 0.1], [0.2, 0.0, -0.2], [-0.3, 0.0, 0.0], [-0.1, 0.0, 0.0], [-0.1, 0.0, 0.0], [0.0, 0.0, 0.0], [0.0, 0.0, -0.1], [0.0, 0.0, -0.1], [0.0, -0.1, 0.0], [-0.2, 0.5, 0.0], [0.1, -0.1, -0.2], [0.0, -0.1, 0.2], [0.0, 0.1, 0.0], [0.1, 0.0, -0.2], [0.0, -0.2, 0.2], [0.0, 0.0, 0.0], [0.0, -0.1, 0.0], [0.0, -0.1, 0.0], [0.0, 0.0, 0.0], [0.0, 0.0, 0.0], [0.0, 0.0, -0.1], [-0.1, -0.3, 0.5], [0.1, -0.1, -0.2], [-0.1, 0.2, 0.1], [0.0, -0.1, 0.0], [0.1, -0.2, -0.1], [0.0, 0.3, -0.1], [0.0, 0.1, 0.0], [0.0, 0.0, 0.0], [0.0, 0.0, 0.0], [0.1, 0.0, -0.1], [0.0, 0.0, 0.0], [0.1, 0.1, 0.1], [-0.2, -0.5, -0.3], [-0.1, 0.2, 0.1], [0.2, -0.1, 0.0], [0.0, 0.0, 0.0], [-0.2, 0.1, 0.0], [0.3, 0.1, 0.1], [0.0, 0.0, 0.0], [0.0, 0.1, 0.0], [0.0, 0.1, 0.0], [0.0, 0.1, 0.0], [0.0, 0.0, 0.0], [0.0, -0.1, 0.0], [-0.1, 0.5, -0.2], [-0.1, -0.1, 0.3], [0.1, -0.1, -0.2], [0.0, 0.1, 0.0], [-0.1, 0.0, 0.2], [0.1, -0.2, -0.2], [0.1, 0.0, 0.0], [0.0, -0.1, 0.0], [0.0, 0.0, 0.0], [0.0, 0.0, 0.1], [0.0, 0.0, 0.1]], "lowdin_charge": [-0.151, -0.261, -0.194, -0.354, -0.200, 0.430, 0.480, -0.242, -0.228, -0.230, -0.350, -0.241, -0.368, -0.146, -0.149, -0.189, -0.049, -0.092, -0.100, -0.087, -0.020, -0.324, 0.069, 0.062, 0.068, 0.088, 0.088, 0.097, 0.086, 0.099, 0.103, 0.030, 0.003, -0.030, 0.020, 0.020, 0.014, 0.021, 0.003, 0.024, 0.009, 0.014, 0.018, 0.100, 0.109, 0.133, 0.111, 0.123, 0.101, 0.108, 0.077, 0.087, 0.065, 0.096, 0.111, 0.044, -0.279, -0.010, -0.078, -0.102, -0.088, -0.017, 0.105, 0.105, 0.100, 0.104, 0.116, 0.053, -0.303, -0.024, -0.086, -0.099, -0.075, -0.015, 0.116, 0.102, 0.098, 0.107, 0.120, 0.065, -0.289, -0.015, -0.095, -0.102, -0.089, -0.020, 0.119, 0.094, 0.098, 0.101, 0.117, 0.055, -0.293, -0.016, -0.082, -0.100, -0.087, -0.022, 0.118, 0.105, 0.100, 0.103, 0.115, 0.059, -0.286, -0.026, -0.091, -0.098, -0.073, -0.005, 0.113, 0.101, 0.099, 0.101, 0.107, 0.044, -0.285, -0.004, -0.070, -0.092, -0.094, -0.031, 0.109, 0.082, 0.101, 0.100, 0.111, 0.057, -0.284, -0.013, -0.082, -0.104, -0.089, -0.018, 0.107, 0.104, 0.097, 0.102, 0.116], "lumo_ev": 1.84, "max_force_ev_per_a": 2.8, "homo_energy_ev": -3.60, "total_charge": -1, "gap_ev": 5.44}